1.
Formula: C25H42N7OPPd
Source: OMol25
Level of theory: wB97M-V/def2-TZVPD

Each line ends with the Löwdin charge.
Atoms and positions in Å:
C: 1.647 -0.634 -3.514  -0.19
C: -3.620 -1.261 -0.364  -0.20
H: 0.294 2.177 1.128  0.06
H: 0.956 -3.305 2.803  0.10
C: 3.024 -3.281 2.128  -0.18
H: 3.270 0.941 3.545  0.11
H: 1.721 -0.880 2.896  0.08
H: -0.046 0.018 -2.274  0.09
C: 1.006 0.281 -2.472  -0.25
H: -6.671 0.164 1.449  0.10
H: 3.822 -1.395 -1.757  0.09
H: -7.300 0.920 -0.970  0.09
H: 1.464 -1.688 -3.243  0.11
C: -5.830 -0.337 0.977  -0.04
H: 3.389 -3.016 -0.010  0.10
H: 3.776 -4.048 2.021  0.09
H: -2.726 -1.604 -0.923  0.08
C: 1.373 1.909 1.082  -0.25
H: -6.052 2.111 -0.496  0.13
H: 2.301 3.202 4.159  0.10
H: 3.571 0.637 -0.350  0.09
H: 0.748 2.690 3.673  0.11
H: -3.152 -2.365 1.374  0.09
H: -5.159 -1.579 2.595  0.08
C: -2.698 2.490 1.372  -0.61
Pd: -1.649 0.957 0.851  0.22
H: 3.096 1.569 -1.812  0.12
H: 1.854 -4.770 3.131  0.10
H: 1.199 -0.412 -4.510  0.11
C: 3.152 -0.445 -3.612  -0.23
H: 1.675 2.122 0.065  0.08
C: -6.253 1.165 -1.039  -0.21
O: -5.887 1.310 -2.399  -0.08
H: 4.879 -0.035 -2.375  0.12
N: 1.571 -2.070 0.472  -0.23
H: 0.233 -5.139 1.237  0.10
H: 0.998 1.307 -2.831  0.10
N: 1.698 0.135 -1.200  -0.22
H: -0.334 -3.016 0.451  0.08
C: 1.455 0.138 2.729  -0.25
N: -0.616 -0.672 -0.049  -0.34
C: -4.999 -1.275 1.588  -0.10
C: 2.177 1.079 3.693  -0.20
H: 3.640 -1.202 -4.233  0.10
H: 3.201 -2.628 2.954  0.08
C: 3.110 0.563 -1.323  -0.23
H: 1.834 -5.136 0.537  0.09
C: -3.902 -1.746 0.910  -0.11
P: 0.910 -0.515 0.160  0.53
C: -2.083 3.188 -2.734  -0.23
N: -3.311 3.499 1.419  -0.16
C: 3.801 -0.404 -2.238  -0.23
H: -2.738 4.034 -2.617  0.10
C: -1.266 3.432 -3.961  -0.24
H: 3.354 0.536 -4.092  0.11
N: -0.691 3.555 -4.948  0.09
H: -0.619 2.098 -1.653  0.02
H: 0.393 0.296 2.978  0.09
C: 2.053 2.901 2.018  -0.21
H: 1.990 0.760 4.722  0.10
H: 0.777 -3.492 -0.852  0.10
C: 2.920 -2.404 0.798  -0.23
H: -2.802 2.386 -2.914  0.11
C: 1.694 -3.971 2.387  -0.23
C: 1.116 -4.494 1.059  -0.19
H: -0.692 3.742 -1.203  0.08
H: -1.947 2.665 -0.649  -0.04
H: 3.120 3.011 1.852  0.09
N: -4.421 -0.414 -0.965  0.09
C: -5.484 0.063 -0.306  -0.27
H: 1.612 3.896 1.827  0.11
N: 1.696 0.470 1.334  -0.20
H: 3.522 -1.526 0.886  0.09
C: -1.311 2.895 -1.486  -0.15
C: 0.711 -3.243 0.213  -0.22
C: 1.792 2.537 3.454  -0.23
H: -5.333 0.551 -2.553  0.04

Calculated values
Charge: -2

2.
Formula: C24H30N2O2S
Source: OMol25
Level of theory: wB97M-V/def2-TZVPD

Each line ends with the Löwdin charge.
Atoms and positions in Å:
H: 1.617 2.210 -0.866  0.13
H: -2.033 2.968 -3.334  0.11
H: 2.044 -2.504 2.088  0.12
H: -3.913 -2.448 6.478  0.06
C: -1.200 -1.501 -2.583  -0.07
H: 0.186 3.843 -1.432  0.13
C: 1.020 -2.368 1.763  0.00
C: -1.173 3.586 -3.071  -0.24
H: -0.381 3.371 -3.790  0.11
H: 3.837 -1.677 -3.900  0.10
H: -1.331 0.227 -0.731  0.10
H: 1.376 -1.494 -3.987  0.10
C: -2.869 -2.524 6.245  -0.41
C: 1.883 -1.697 -3.057  -0.01
H: -1.382 -2.037 0.092  0.14
C: -1.828 -2.749 7.092  -0.18
H: -2.260 0.132 -3.463  0.14
H: -2.156 -1.858 -2.193  0.13
C: -1.321 0.016 -2.900  -0.33
H: -0.214 3.630 1.059  0.06
C: -1.377 0.885 -1.603  -0.11
H: -0.983 -2.015 -3.523  0.13
N: -0.283 1.835 -1.579  -0.20
C: 0.417 -2.579 4.116  -0.44
H: 0.357 -2.950 6.902  0.12
C: 1.178 -1.846 -1.870  -0.18
C: 0.068 -2.383 2.717  -0.05
C: -0.698 -2.591 5.072  -0.45
C: -0.384 -2.000 -0.303  -0.01
C: 0.813 -2.172 0.368  -0.16
C: 3.257 -1.789 -2.996  -0.09
H: -0.518 1.162 1.038  0.10
C: -1.561 5.057 -3.158  -0.11
H: -1.478 3.471 -0.940  0.12
H: 3.743 -2.346 0.323  0.11
C: 3.919 -2.023 -1.788  -0.09
H: -0.976 -2.252 2.475  0.06
S: -2.358 -2.356 4.618  1.05
O: -0.275 0.418 -3.733  -0.04
C: 0.555 2.976 1.459  -0.11
H: -2.359 5.286 -2.454  0.07
H: 0.425 2.921 2.538  0.07
H: 1.193 0.934 1.365  0.11
H: 1.527 3.422 1.257  0.07
C: 0.792 1.524 -0.651  -0.17
H: 1.140 0.517 -0.895  0.10
H: -2.334 1.411 -1.566  0.13
N: -0.176 -1.810 -1.628  -0.04
C: 0.475 1.579 0.854  -0.22
H: -1.908 5.300 -4.159  0.07
H: -1.943 -2.882 8.153  0.10
C: -0.685 3.227 -1.666  -0.21
H: 0.213 1.103 -3.233  0.08
H: -0.709 5.692 -2.926  0.07
C: 3.225 -2.168 -0.607  -0.02
O: 1.565 -2.728 4.514  0.06
C: 1.835 -2.081 -0.639  -0.13
C: -0.592 -2.786 6.425  -0.10
H: 4.997 -2.088 -1.785  0.10

Calculated values
SMILES: CCCN(CCC)C[C@@H](O)Cn1cc(/C=C/C(=O)c2cccs2)c2ccccc21
Relative energy (zero: lowest compared OMol25 entry of this formula, charge and spin) (kJ/mol): 255.8

3.
Formula: C27H55Br18F3GaN2O
Source: OMol25
Level of theory: wB97M-V/def2-TZVPD

Each line ends with the Löwdin charge.
Atoms and positions in Å:
H: -1.844 2.367 1.887  0.01
Br: -7.293 -3.323 -0.887  0.60
H: -4.205 -2.776 -1.589  0.04
Br: 7.315 -0.511 -0.041  0.61
C: -6.741 -3.509 -2.742  -0.70
Br: -1.321 3.038 4.737  0.61
F: -2.090 2.561 -2.825  0.07
C: 2.361 -5.287 2.756  -0.70
C: -3.576 -3.639 -1.349  -0.36
F: -0.433 1.369 -3.550  0.12
H: -5.838 3.465 0.899  0.05
H: 4.650 9.409 -4.375  0.05
H: 7.624 4.207 -2.067  0.05
C: -6.426 1.845 -0.407  -0.66
H: -0.080 1.573 -1.164  0.14
Br: -0.034 3.995 1.406  0.66
H: -3.265 3.869 3.460  0.04
Br: -5.712 -8.975 1.548  0.59
C: -1.826 3.449 1.934  -0.70
O: -1.897 1.637 -0.314  -0.14
C: 5.707 3.324 -2.464  -0.70
C: -2.418 -3.355 -0.418  -0.27
Br: 6.112 5.321 -0.459  0.64
H: -2.487 3.847 1.167  0.06
C: 4.995 9.375 -3.347  -0.70
H: -3.254 -1.508 2.408  0.04
Br: 0.727 -4.616 0.495  0.69
C: 3.682 2.952 5.097  -0.69
H: 1.896 -6.261 2.638  0.05
F: -2.373 0.451 -3.200  0.12
Br: -2.782 -7.757 -0.347  0.66
Br: 4.405 4.628 5.784  0.58
H: 5.732 7.912 -1.923  0.01
H: 0.164 -0.587 -0.620  0.04
C: 2.409 -4.519 1.461  -0.69
C: -1.173 -1.449 2.880  -0.29
Ga: -2.348 -1.338 0.023  0.43
C: 0.195 -1.093 2.304  -0.25
H: -1.930 5.042 3.403  0.04
H: -0.801 -0.945 -2.035  0.05
H: -8.701 -4.266 -3.292  0.04
C: 6.766 3.828 -1.517  -0.69
C: -7.650 -4.445 -3.497  -0.69
C: -1.497 1.336 -2.711  -0.58
H: -3.215 -5.467 -1.559  -0.05
H: 3.155 -4.955 0.799  0.05
H: -0.290 0.939 2.816  0.06
H: 2.670 3.160 4.763  0.04
Br: -7.302 -6.307 -3.050  0.59
H: -6.603 0.774 -0.361  0.05
H: -1.226 -0.943 3.858  0.10
C: -6.268 2.470 0.954  -0.69
H: -1.207 -2.519 3.101  0.08
H: 4.310 9.933 -2.714  0.06
H: 3.652 2.278 5.950  0.06
H: 6.144 2.644 -3.193  0.05
H: 0.118 0.725 1.129  0.08
C: -2.367 -0.979 2.032  -0.28
H: 4.173 7.517 -2.668  0.06
Br: 6.037 6.821 -4.130  0.62
H: 0.372 -1.641 1.372  0.07
N: -3.875 -4.756 -1.876  0.06
C: -2.198 3.996 3.286  -0.68
H: 4.236 1.354 3.798  0.05
H: -7.228 2.515 1.465  0.05
C: -1.037 1.062 -1.287  -0.35
H: 6.650 -0.857 -2.389  0.07
H: -2.537 -3.972 0.477  0.04
H: -4.389 -8.566 -2.028  0.06
H: 5.198 4.127 -2.985  0.01
H: -7.235 2.329 -0.951  0.05
H: -1.526 -3.655 -0.977  0.00
H: 2.374 0.383 1.766  0.06
H: -6.460 -8.688 -0.788  0.04
C: 4.539 2.378 4.003  -0.69
C: 0.378 0.404 2.139  -0.29
H: -6.796 -2.508 -3.166  0.06
C: 7.338 -0.140 -1.946  -0.71
N: 1.764 0.841 2.438  0.00
Br: 4.335 2.303 -1.531  0.62
H: 3.363 -5.408 3.163  0.05
H: 9.221 -1.183 -2.193  0.05
C: -0.828 -0.455 -1.054  -0.18
H: 1.800 1.836 2.239  -0.03
H: 2.624 -3.464 1.608  0.05
H: -3.737 -0.731 -0.575  -0.02
Br: 1.353 -4.351 4.129  0.63
H: -7.468 -4.366 -4.567  0.05
Br: -5.100 1.421 2.098  0.71
Br: 9.856 1.220 -2.084  0.61
C: -5.579 -8.306 -0.276  -0.72
Br: -4.839 2.094 -1.497  0.79
Br: 6.674 10.357 -3.291  0.60
H: 8.660 -0.296 -3.625  0.06
H: -2.572 0.082 2.203  -0.02
H: 0.960 -1.438 3.012  0.07
H: -4.108 -9.821 -0.802  0.05
H: 5.599 2.411 4.234  0.05
H: 7.092 3.070 -0.810  0.04
C: 5.149 7.969 -2.835  -0.71
H: 6.939 0.861 -2.070  -0.01
Br: 4.298 3.328 2.326  0.60
H: -2.835 1.660 -0.584  -0.06
C: -4.321 -8.769 -0.961  -0.68
H: -5.634 -7.222 -0.222  0.04
C: 8.713 -0.289 -2.538  -0.69
H: -5.710 -3.854 -2.726  -0.01

Calculated values
Charge: -1
Relative energy (zero: lowest compared OMol25 entry of this formula, charge and spin) (kJ/mol): 0.0

4.
Formula: C3H12N3O
Source: OMol25
Level of theory: wB97M-V/def2-TZVPD

Each line ends with the Löwdin charge.
Atoms and positions in Å:
H: 3.045 -1.964 1.292  0.13
C: 1.160 -1.680 0.565  -0.18
H: -1.450 1.896 -1.736  0.13
H: 0.122 -1.767 0.835  0.15
H: 2.392 -1.111 -0.887  0.14
N: -1.304 0.590 -0.043  -0.12
H: -0.371 1.764 1.429  0.08
H: -2.283 0.345 -0.209  0.11
O: -0.359 0.196 -2.209  -0.07
N: 2.061 -2.127 1.424  0.18
C: -0.769 1.192 -1.249  -0.29
H: -1.760 2.565 0.635  0.09
H: -1.953 1.231 1.863  0.08
C: -1.378 1.623 1.029  -0.10
N: 1.429 -1.171 -0.597  0.20
H: 1.747 -2.325 2.359  0.13
H: 0.684 -0.662 -1.140  0.08
H: 0.142 1.722 -0.972  0.13
H: -1.156 -0.317 -2.391  0.11

Calculated values
Charge: +1
Relative energy (zero: lowest compared OMol25 entry of this formula, charge and spin) (kJ/mol): 146.8

Q: Which HOMO values were calculated for the entries above? A: 0.7257 -7.6922 -5.1330 -13.3972, in eV.
Q: Which total energy values were calculated for the entries above? A: -51852.9083 -43284.9947 -1355214.8047 -9817.2921, in eV.
Q: Which max |F| values were calculated for the entries above? A: 2.20 0.87 1.19 1.08, in eV/A.